Entry 1:
Computed, not measured: 2 unconnected molecules or ions with the total composition C2H5NS2 at a distorted geometry, with ωB97M-V with the def2-TZVPD basis set.

The geometry in XYZ format:
```
10
C2H5NS2 ωB97M-V with the def2-TZVPD basis set
C 0.106 1.049 0.514
C 0.084 -1.085 -0.810
N 0.560 -0.212 0.249
S 1.777 1.001 0.122
S -0.884 1.304 1.873
H -0.920 1.643 -0.806
H 0.523 -2.060 -0.837
H -0.981 -1.034 -0.895
H 0.321 -0.716 -1.823
H -0.587 0.111 2.412
```

Summary:
orbital gap: 8.86 eV
E: -25310.874 eV
highest occupied orbital energy: -8.731 eV
energy relative to the best compared isomer or geometry (same formula, charge and spin): 4.952 eV
LUMO energy: 0.005 Ha
maximum force: 5.609 eV/A
total charge: 0


Entry 2:
Computed, not measured: C2H5NS2 in the gas phase at a distorted geometry, with ωB97M-V with the def2-TZVPD basis set.

The geometry in XYZ format:
```
10
C2H5NS2 ωB97M-V with the def2-TZVPD basis set
C 0.445 0.573 -0.259
C 0.473 -0.878 0.114
H -0.967 2.005 0.369
H -1.399 1.269 -0.993
H 1.040 1.134 0.425
H 0.917 0.714 -1.235
H -0.357 -2.628 1.094
N -0.902 1.084 -0.109
S -0.999 -1.449 0.804
S 1.749 -1.824 -0.209
```

Summary:
orbital gap: 8.51 eV
E: -25314.995 eV
highest occupied orbital energy: -8.500 eV
energy relative to the best compared isomer or geometry (same formula, charge and spin): 0.831 eV
SMILES string: NCC(=S)S
LUMO energy: 0.000 Ha
maximum force: 2.409 eV/A
total charge: 0


Entry 3:
Computed, not measured: a molecular structure, C2H5NS2 at a distorted geometry, with ωB97M-V with the def2-TZVPD basis set.

The geometry in XYZ format:
```
10
C2H5NS2 ωB97M-V with the def2-TZVPD basis set
C 0.177 1.281 -1.432
C -0.595 -1.100 1.613
H 1.372 1.581 -1.265
H -0.741 2.156 -0.969
H 0.123 1.323 -2.571
H 1.309 -1.275 0.833
H 0.036 -1.808 2.462
N 0.442 -0.559 0.722
S -0.105 -0.685 -1.018
S -2.019 -0.914 1.625
```

Summary:
orbital gap: 9.04 eV
E: -25311.405 eV
highest occupied orbital energy: -8.729 eV
energy relative to the best compared isomer or geometry (same formula, charge and spin): 4.422 eV
LUMO energy: 0.011 Ha
maximum force: 13.570 eV/A
total charge: 0